The following is a quantum chemistry calculation of a molecular structure, C70H50BrN4O6P2STi, from the OMol25 dataset.

```
135
C70H50BrN4O6P2STi (ωB97M-V/def2-TZVPD)
C 2.15924 -2.80549 0.26437
H -4.71951 -9.36284 -2.29395
C 3.81521 -3.64211 1.79593
H -1.53740 -4.59855 1.42286
H -1.27998 -0.43475 8.09293
C -0.56920 4.20830 -1.58109
H 1.54475 -3.75971 -4.35470
C -5.63607 -7.05416 -4.58825
C 3.41672 0.47598 4.07791
C -2.19593 5.58105 3.27939
C 3.69354 1.19805 5.23125
H 4.24881 0.73800 6.03806
C -1.31048 -0.22933 7.03102
C -0.55920 3.85804 3.64562
H -1.98392 6.68622 1.44845
H -2.75935 1.19110 -4.34102
C -4.78406 -8.39801 -2.77756
C -1.68036 1.09243 -2.50026
C 2.25476 2.38466 3.16621
C 1.68177 -0.94827 -2.46208
C 3.42060 6.48256 0.64391
C 2.55990 4.26167 1.04277
H -3.29033 -1.02112 6.78772
C -2.82627 -0.76525 -3.46322
C -2.46121 0.55309 -3.52148
C -0.05737 -1.58905 1.77872
N -2.88323 -4.83452 -1.18814
H -2.14569 4.30934 5.00758
O -3.65732 2.76807 -0.37575
H -0.58159 7.19484 -3.20097
C -1.67676 4.56375 4.06614
C -5.54370 -8.28652 -3.94408
H 2.46066 0.50228 2.15739
C 2.83508 -1.59148 0.15252
H 0.30884 0.21493 -5.34176
C 4.21104 5.98717 -0.38009
H -7.76265 -8.66559 -5.43386
H 7.56643 1.45809 -1.66799
H 0.67272 0.59786 6.94492
H -3.07283 6.12520 3.60367
C 4.00556 -1.41807 0.89722
P 2.20360 -0.20013 -0.87113
C 3.26168 2.51259 5.34895
H -2.98211 7.10675 -2.56451
C -4.13286 -7.29727 -2.26871
C -0.11386 5.31788 -2.30376
C -1.21547 -1.63377 -0.20557
C -0.96807 6.34885 -2.64751
C -0.22428 0.34950 6.39329
H 1.91645 6.01763 2.08885
C -1.43334 0.31081 4.28584
C -0.47027 5.19244 1.64944
C -2.50583 3.09216 -0.38621
H 5.39970 -2.27384 2.27319
C 3.45530 3.76924 0.09373
C 4.31988 1.67669 -0.77097
C -2.50678 -0.29701 4.94058
C 0.72688 -0.49182 -4.63661
H 4.83671 4.25759 -1.47767
H 0.55676 1.04852 4.52981
C 6.51839 1.19787 -1.60190
C -2.44325 -0.55676 6.30342
C -2.74767 -2.89994 -2.17695
H 0.52246 -2.17539 -5.95309
H 6.06124 2.85383 -0.32671
C -2.31310 6.30262 -2.29152
C 1.84154 -2.28215 -2.83388
H 4.82546 6.65851 -0.96525
H -2.83480 -5.59183 -0.52925
C 0.85099 -1.83073 -4.98159
C -0.29306 0.61000 5.03692
C 4.48641 -2.42941 1.71373
H -3.54256 -7.42583 -1.36883
O 3.40718 2.40434 -0.05401
C -3.54143 -4.86640 -2.39144
H -0.01890 5.44069 0.69815
H 3.75174 -0.54880 3.97817
Ti -0.24606 1.32724 0.38482
C -2.77946 5.21666 -1.57990
O -1.58761 2.49308 0.41355
H 0.57311 -1.03271 2.45859
C -2.40966 -1.52272 -2.36288
H 2.32229 -2.98596 -2.16877
O -2.36982 0.42709 2.08223
H -3.42628 -1.23548 -4.23066
C -1.42720 0.62216 2.81960
N -0.45642 -0.96157 0.68326
H -6.32296 -9.06804 -6.40940
Br -4.09978 -0.84459 4.08096
H 4.19919 -4.43698 2.42115
H -5.04620 -4.99492 -4.55755
H 0.92986 5.35642 -2.59021
C 2.54896 3.10860 4.31786
H 1.23860 -2.96761 -0.28368
H -1.35616 2.11977 -2.56537
C -2.36581 -3.57231 -1.04014
C -1.92093 4.18106 -1.20758
C 3.83532 0.50013 -1.34228
H 3.43017 7.53693 0.88265
C 2.65116 -3.82534 1.06725
H 1.03702 0.99282 -3.12283
H -7.31348 -10.36359 -5.70291
O -0.26774 1.08099 2.36302
C -4.22009 -6.05522 -2.90291
C 6.03585 0.07298 -2.25629
N -1.27693 0.40196 -1.44352
C 1.41712 -2.72036 -4.08194
C 0.05619 4.16584 2.43425
H 6.69674 -0.53977 -2.85315
C 5.67076 1.99786 -0.85556
H -3.81673 5.14493 -1.27976
C -1.58665 5.89556 2.07181
C 1.13567 -0.05482 -3.38703
C 4.70874 -0.28031 -2.09922
O -6.14368 -9.41930 -4.36650
H -6.21598 -6.94075 -5.49095
C -1.22305 -3.58620 1.20151
C -1.60053 -2.97208 -0.00153
H -0.17458 3.05936 4.26548
H 2.11577 -4.76466 1.12364
S 0.64203 2.94562 -1.30906
H 2.21549 4.13472 4.41560
C -6.92850 -9.36044 -5.54916
C 2.58114 5.62185 1.33402
H 3.48158 3.07751 6.24517
H 4.33937 -1.19108 -2.55501
C 2.69649 1.06931 3.05207
H 4.56211 -0.49092 0.83109
C -4.97648 -5.95465 -4.06392
H -0.11988 -3.32985 3.02079
C -1.64582 -0.89996 -1.36946
N -3.47255 -3.70655 -3.00693
C 4.23242 4.62969 -0.66584
P 1.35575 3.09380 1.75469
C -0.44779 -2.89051 2.08950
```

Calculated values
Total charge: +1
Max |F|: 0.56 eV/A
HOMO: -9.733 eV
Electronic energy: -7872.426724 Ha
ΔE to the lowest compared entry with this formula, charge and spin: 2.38 kcal/mol

Atomic partial charges in e from the Mulliken method, atoms 1 to 5: -0.9093 0.4214 -1.0419 0.5357 0.4257